--- i ---
A structure of composition C7H16N2O, computed with wB97M-V/def2-TZVPD.

Summary:
E_HOMO (alpha / beta) in eV: -7.46 / -7.73
Spin multiplicity: 1

Each line ends with the Löwdin charge.
Positions of all 26 atoms, in Å:
C  0.741  0.667  0.083  -0.433
C  0.939  -2.857  -0.433  -0.093
C  -1.662  -1.009  -0.522  0.003
C  0.755  1.259  -1.311  -0.039
C  1.429  1.543  1.121  -0.035
C  -1.851  1.547  0.532  -0.054
N  0.842  -1.462  -0.788  0.003
N  1.236  -0.656  0.134  0.023
C  -0.954  0.329  0.705  -0.535
O  -0.873  -0.197  1.823  -0.075
H  1.299  -1.017  1.094  0.163
H  0.186  -3.399  -1.007  0.082
H  1.924  -3.236  -0.727  0.088
H  -1.691  -1.962  -0.002  0.033
H  -1.325  -1.086  -1.553  0.021
H  -2.631  -0.517  -0.502  0.032
H  0.785  -3.043  0.639  0.090
H  0.175  0.645  -1.996  0.068
H  0.340  2.268  -1.283  0.084
H  2.493  1.657  0.902  0.084
H  1.313  1.114  2.117  0.083
H  0.978  2.535  1.127  0.083
H  1.777  1.332  -1.692  0.087
H  -1.937  1.847  -0.513  0.073
H  -1.449  2.375  1.118  0.077
H  -2.840  1.323  0.931  0.084

***

--- ii ---
The molecule C7H16N2O, computed with wB97M-V/def2-TZVPD.

Summary:
E_HOMO in eV: -5.73
Spin multiplicity: 1

Each line ends with the Löwdin charge.
Positions of all 26 atoms, in Å:
C  -0.317  0.139  0.885  -0.496
C  1.161  -0.094  0.447  -0.314
C  -0.990  -1.036  -1.347  -0.110
C  -0.690  0.244  -2.012  0.154
C  2.590  0.176  -1.408  -0.265
C  -0.710  -0.899  1.938  -0.030
C  -0.487  1.569  1.393  -0.026
N  -1.205  -0.043  -0.291  -0.153
N  1.533  0.746  -0.631  -0.226
O  -2.559  0.279  -0.094  0.032
H  -2.947  -0.474  0.383  0.121
H  1.751  0.077  1.374  0.115
H  1.287  -1.181  0.237  0.098
H  -0.142  -1.684  -1.156  0.114
H  -1.894  -1.580  -1.610  0.127
H  -1.544  0.822  -2.339  0.098
H  0.370  0.642  -2.044  0.079
H  3.517  -0.011  -0.834  0.060
H  2.864  0.849  -2.226  0.057
H  2.332  -0.813  -1.868  0.056
H  0.011  -0.868  2.757  0.093
H  -1.697  -0.696  2.361  0.080
H  -0.699  -1.910  1.524  0.086
H  -0.108  2.259  0.640  0.083
H  0.103  1.692  2.302  0.091
H  -1.529  1.795  1.618  0.076

***

--- iii ---
A cluster of 2 separate species, C7H16N2O in total, computed with wB97M-V/def2-TZVPD.

Summary:
E_HOMO in eV: -8.29
Spin multiplicity: 1

Each line ends with the Löwdin charge.
Positions of all 26 atoms, in Å:
C  1.413  -1.047  0.989  -0.088
C  0.709  -1.758  -1.193  -0.059
C  0.478  0.960  -2.114  -0.029
N  0.605  -0.687  -0.185  -0.201
C  0.927  0.696  -0.700  -0.438
N  1.828  1.395  -0.134  0.109
H  1.594  1.945  0.682  0.058
H  1.407  -0.209  1.679  0.076
H  1.012  -1.944  1.460  0.087
H  -0.071  -1.636  -1.938  0.082
H  1.686  -1.740  -1.680  0.095
H  0.625  -2.732  -0.710  0.090
H  2.442  -1.272  0.703  0.090
H  0.337  2.033  -2.216  0.086
H  1.186  0.517  -2.816  0.091
H  -0.477  0.508  -2.366  0.065
C  -1.792  -0.658  1.613  -0.045
C  -1.119  1.795  0.748  -0.009
C  -1.436  0.000  0.301  -0.434
O  -2.134  -0.136  -0.679  0.008
H  -0.958  -0.558  2.303  0.065
H  -2.084  -1.691  1.416  0.089
H  -2.657  -0.180  2.063  0.087
H  -0.464  1.815  1.619  0.034
H  -0.936  2.590  0.030  0.047
H  -2.123  1.994  1.126  0.044

***

Relative to the most stable one, in hartree, the structures come out at i 0.0237; ii 0.0975; iii 0.0000.

***

--- i ---
The molecule C8H10N2O3S, computed with wB97M-V/def2-TZVPD.

Summary:
E_HOMO in eV: -8.10
Spin multiplicity: 1

Each line ends with the Löwdin charge.
Positions of all 24 atoms, in Å:
C  0.087  -0.501  2.654  -0.055
C  -1.093  -0.471  2.077  -0.087
C  0.512  -0.425  0.446  -0.248
C  -1.432  1.269  -3.424  0.072
C  -1.772  -0.490  -1.547  -0.198
C  -2.082  -0.400  -0.044  -0.009
C  -1.068  0.614  -2.310  -0.357
C  2.496  -0.678  1.973  -0.009
N  1.102  -0.506  1.752  -0.118
N  -1.036  -0.398  0.687  -0.058
O  0.987  0.725  -0.286  -0.153
O  1.260  -0.514  -2.524  -0.250
O  1.059  1.973  -2.410  -0.278
S  0.647  0.661  -2.013  0.701
H  0.261  -0.632  3.647  0.102
H  -2.033  -0.570  2.498  0.094
H  0.839  -1.287  -0.176  0.158
H  -2.388  1.071  -3.876  0.073
H  -0.771  1.959  -4.065  0.117
H  -1.131  -1.444  -1.699  0.142
H  -2.744  -0.779  -2.011  0.105
H  2.913  0.215  2.279  0.075
H  2.734  -1.519  2.456  0.051
H  2.890  -0.899  0.933  0.129

***

--- ii ---
The molecule C8H10N2O3S, computed with wB97M-V/def2-TZVPD.

Summary:
E_HOMO in eV: -8.23
Spin multiplicity: 1

Each line ends with the Löwdin charge.
Positions of all 24 atoms, in Å:
C  2.281  0.026  -0.372  -0.109
C  1.682  1.190  -0.231  -0.054
C  0.271  -0.543  0.440  -0.341
C  -2.873  1.585  -1.150  0.080
C  -1.796  1.646  1.145  -0.213
C  -0.439  1.953  0.599  0.041
C  -2.396  1.001  -0.040  -0.363
C  2.071  -2.241  0.583  -0.020
N  1.521  -1.006  -0.004  -0.128
N  0.376  0.917  0.248  -0.055
O  -0.677  -1.136  -0.414  -0.142
O  -2.480  -1.394  1.272  -0.267
O  -2.953  -1.384  -1.166  -0.270
S  -2.280  -0.832  -0.027  0.705
H  3.232  -0.204  -0.810  0.125
H  1.769  2.196  -0.605  0.112
H  -0.045  -0.884  1.495  0.186
H  -2.734  2.694  -1.329  0.112
H  -3.108  0.911  -1.961  0.067
H  -1.794  0.968  2.039  0.135
H  -2.357  2.555  1.195  0.099
H  1.956  -2.341  1.697  0.092
H  1.394  -3.009  0.230  0.077
H  3.217  -2.364  0.322  0.132

***

Relative to the most stable one, in hartree, the structures come out at i 0.0175; ii 0.0000.

***

--- i ---
A cluster of 2 separate species, C14H18N2O4 in total, computed with wB97M-V/def2-TZVPD.

Summary:
E_HOMO in eV: -8.61
Spin multiplicity: 1

Each line ends with the Löwdin charge.
Positions of all 38 atoms, in Å:
C  -2.368  -3.081  0.562  -0.199
C  -1.826  -1.663  0.133  -0.393
C  -3.948  -2.832  0.981  -0.112
C  -4.111  -3.098  2.532  -0.160
C  -2.589  -3.211  3.026  -0.137
C  0.443  -0.509  -0.133  -0.219
C  2.099  -0.659  0.189  -0.331
C  0.244  0.921  0.127  -0.173
C  0.978  1.857  -0.816  -0.284
C  0.583  2.068  -2.143  -0.008
C  2.108  2.472  -0.297  -0.032
C  1.168  3.156  -2.772  -0.031
C  2.671  3.621  -0.926  -0.023
C  2.118  3.914  -2.107  -0.345
H  -1.829  -4.587  1.745  0.021
H  -2.312  -3.596  -0.423  0.156
H  -4.593  -3.535  0.407  0.097
H  -4.209  -1.763  0.597  0.118
H  -4.408  -4.056  2.655  0.041
H  -4.600  -2.288  3.255  0.148
H  -2.559  -3.848  3.851  0.076
H  -2.342  -2.084  3.261  0.136
H  -0.229  -2.210  1.313  0.100
H  0.396  -0.708  -1.301  0.186
H  0.709  1.334  1.203  0.168
H  -0.956  1.401  0.066  0.208
H  -0.150  1.512  -2.722  0.123
H  2.661  1.858  0.529  0.139
H  0.960  3.242  -3.701  0.045
H  3.550  4.435  -0.664  0.185
H  1.847  5.634  -3.322  0.283
H  1.364  -0.704  1.930  0.193
N  -1.798  -3.684  1.780  -0.012
N  -0.451  -1.432  0.687  0.077
O  -2.471  -0.889  -0.517  0.079
O  3.091  -0.450  -0.425  0.126
O  2.859  5.054  -2.697  -0.135
O  2.398  -0.211  1.629  -0.110

***

--- ii ---
The molecule C14H18N2O4, computed with wB97M-V/def2-TZVPD.

Summary:
E_HOMO in eV: -8.82
Spin multiplicity: 1

Each line ends with the Löwdin charge.
Positions of all 38 atoms, in Å:
O  1.965  0.632  -0.669  0.094
O  -0.414  3.349  -0.223  0.080
O  1.187  -1.520  -1.213  -0.003
O  -2.116  2.005  -1.140  -0.019
C  1.202  -0.144  -1.277  -0.401
C  -0.818  2.542  -1.094  -0.373
C  -0.125  -0.381  1.602  0.022
C  -1.358  -1.744  0.021  -0.026
C  -1.172  0.582  1.688  -0.001
C  -2.303  -0.667  -0.109  0.000
C  -0.157  -1.534  0.692  -0.187
C  -2.127  0.510  0.666  -0.185
N  1.601  -4.212  -1.089  -0.006
N  -4.457  2.978  -0.904  -0.016
C  0.282  0.542  -2.303  -0.051
C  0.027  2.126  -2.304  -0.039
C  1.137  -2.094  0.153  -0.220
C  -2.662  1.834  0.220  -0.278
C  1.061  -3.649  0.145  -0.202
C  -4.174  1.977  0.128  -0.208
H  0.743  -0.219  2.292  0.129
H  -1.730  -2.734  -0.354  0.132
H  -1.186  1.454  2.305  0.113
H  -3.185  -0.707  -0.738  0.112
H  1.068  -3.935  -1.924  0.073
H  2.592  -4.016  -1.335  0.089
H  -4.028  3.904  -0.657  0.097
H  -4.164  2.705  -1.868  0.086
H  -0.684  0.034  -2.184  0.106
H  0.693  0.266  -3.238  0.104
H  -0.498  2.420  -3.199  0.111
H  1.015  2.665  -2.301  0.137
H  1.976  -1.694  0.706  0.140
H  -2.292  2.581  0.888  0.123
H  0.009  -3.810  0.353  0.087
H  1.531  -4.126  1.042  0.132
H  -4.669  2.312  1.072  0.130
H  -4.589  0.948  -0.039  0.118

***

Relative to the most stable one, in hartree, the structures come out at i 0.2245; ii 0.0000.

***

--- i ---
A structure of composition C2H3Cl2NS, computed with wB97M-V/def2-TZVPD.

Summary:
E_HOMO (alpha / beta) in eV: -7.45 / -9.35
Spin multiplicity: 1

Each line ends with the Löwdin charge.
Positions of all 9 atoms, in Å:
C  -1.109  0.710  -0.012  -1.152
C  1.399  -0.201  -0.043  -0.297
N  0.136  -0.761  0.096  -0.031
S  -2.722  0.229  0.000  0.427
Cl  -0.577  2.262  -0.044  0.676
Cl  -2.567  -1.773  0.037  0.166
H  2.051  -1.029  -0.631  0.134
H  2.010  -0.322  0.838  0.060
H  1.379  0.885  -0.241  0.017

***

--- ii ---
A cluster of 2 separate species, C2H3Cl2NS in total, computed with wB97M-V/def2-TZVPD.

Summary:
E_HOMO (alpha / beta) in eV: -7.87 / -9.23
Spin multiplicity: 1

Each line ends with the Löwdin charge.
Positions of all 9 atoms, in Å:
C  -1.411  0.818  -0.439  -1.159
C  1.799  -0.408  0.318  -0.168
N  1.475  0.744  0.014  0.080
S  -2.306  -0.287  0.479  0.355
Cl  -1.926  2.366  -0.616  0.614
Cl  -1.718  -2.031  -0.209  0.131
H  -0.163  0.844  -0.175  0.003
H  1.320  -1.364  0.227  0.041
H  2.929  -0.681  0.402  0.103

***

Relative to the most stable one, in hartree, the structures come out at i 0.0296; ii 0.0000.

***

--- i ---
A structure of composition IO4V2, computed with wB97M-V/def2-TZVPD.

Summary:
Net charge: +1
E_HOMO in eV: -15.08
Spin multiplicity: 1

Each line ends with the Löwdin charge.
Positions of all 7 atoms, in Å:
O  2.497  0.993  0.351  -0.325
V  1.443  1.301  1.633  0.873
O  1.578  0.063  2.604  -0.253
O  -2.851  -1.176  -1.203  -0.275
V  -1.381  -0.797  -1.462  0.760
O  -0.349  -1.931  -1.877  -0.282
I  -0.937  1.548  -0.047  0.502

***

--- ii ---
A structure of composition IO4V2, computed with wB97M-V/def2-TZVPD.

Summary:
Net charge: +1
E_HOMO in eV: -15.95
Spin multiplicity: 1

Each line ends with the Löwdin charge.
Positions of all 7 atoms, in Å:
O  -17.478  19.914  -8.816  -0.318
V  -17.863  20.002  -10.291  0.516
O  -18.687  18.885  -10.952  -0.329
O  -19.247  24.286  -9.401  -0.272
V  -19.231  22.903  -8.811  0.392
O  -20.319  22.834  -7.631  -0.285
I  -19.460  21.502  -10.350  1.294

***

Relative to the most stable one, in hartree, the structures come out at i 0.0000; ii 0.1393.